# 1
{
  "formula": "C15H23F5NPPb",
  "method": "ωB97M-V/def2-TZVPD",
  "e_tot_ha": -1673.51136,
  "orbital_gap_ev": 7.19,
  "total_charge": 0,
  "mol_weight_g_mol": 550.5,
  "lumo_energy_ev": -0.4,
  "homo_energy_ev": -7.6,
  "elements": ["C", "C", "C", "C", "C", "C", "C", "C", "N", "Pb", "C", "P", "H", "H", "H", "H", "H", "H", "H", "H", "C", "C", "H", "C", "C", "H", "H", "H", "H", "H", "H", "H", "H", "H", "H", "H", "H", "H", "H", "F", "C", "F", "C", "F", "F", "F"],
  "xyz": [[-1.475, 1.387, -3.379], [-0.398, 2.020, -2.770], [0.243, 1.416, -1.664], [-0.147, 0.115, -1.275], [-1.323, -0.457, -1.791], [-1.947, 0.149, -2.900], [1.417, 2.112, -1.034], [1.138, 2.949, 0.267], [0.288, 2.370, 1.274], [1.351, -1.499, -0.856], [-1.827, -1.767, -1.252], [-1.744, -1.762, 0.605], [-0.027, 2.981, -3.163], [-2.781, -0.356, -3.381], [-1.995, 1.873, -4.214], [-1.178, -2.615, -1.536], [-2.853, -1.980, -1.570], [2.241, 1.429, -0.787], [1.846, 2.838, -1.741], [2.110, 3.135, 0.765], [-2.337, -3.490, 0.817], [-3.394, -0.925, 0.954], [0.766, 3.940, -0.032], [-1.138, 2.286, 1.121], [0.807, 1.992, 2.561], [1.283, -3.085, 0.946], [-1.695, 3.130, 1.568], [-1.412, 2.168, 0.065], [-1.450, 1.376, 1.673], [0.778, 2.783, 3.335], [0.173, 1.170, 2.929], [1.839, 1.606, 2.456], [-4.266, -1.521, 0.635], [-3.455, -0.801, 2.054], [-3.469, 0.076, 0.519], [-3.348, -3.654, 0.412], [-1.627, -4.166, 0.326], [-2.331, -3.694, 1.893], [1.554, -2.497, 1.298], [3.869, 0.212, 0.710], [3.597, -1.029, 0.172], [4.252, -1.040, -1.070], [4.344, -2.052, 1.058], [5.694, -1.867, 1.037], [3.922, -1.936, 2.346], [4.106, -3.317, 0.616]],
  "forces_ev_per_angstrom": [[-0.5, -0.3, 0.0], [0.0, 0.0, 0.5], [0.1, -0.4, -1.0], [0.0, 1.2, 0.4], [0.1, 0.3, -1.4], [0.4, 0.5, 0.6], [0.5, 0.5, 0.5], [0.1, 0.1, 0.3], [0.2, -0.4, -0.3], [0.8, -0.4, -0.3], [0.3, 0.0, 0.4], [-1.4, -0.1, -0.5], [-0.3, -0.5, 0.3], [0.0, 0.2, 0.1], [0.3, -0.3, 0.3], [-0.3, 0.2, -0.2], [0.2, 0.0, -0.1], [-0.3, -0.2, -0.1], [-0.1, -0.2, 0.0], [-0.4, 0.0, -0.4], [0.1, -0.1, 0.3], [0.3, 0.1, 0.7], [-0.1, -0.1, -0.1], [0.0, -0.3, 0.3], [0.1, -0.4, -0.1], [-0.2, -0.4, 0.1], [0.1, 0.0, -0.2], [-0.1, 0.1, 0.3], [-0.2, 0.3, -0.4], [0.1, 0.0, -0.2], [0.3, 0.1, 0.1], [-0.4, 0.2, 0.2], [0.5, 0.1, 0.0], [-0.1, 0.0, -0.5], [0.2, -0.1, 0.0], [0.4, 0.1, 0.1], [-0.1, 0.0, 0.2], [-0.1, -0.2, -0.2], [0.1, 0.1, 0.7], [0.0, -0.4, -0.1], [-0.3, 0.5, -0.3], [-0.1, -0.1, 0.5], [0.4, 0.1, -0.1], [-1.1, -0.2, 0.2], [0.3, -0.3, -0.9], [0.1, 0.8, 0.5]]
}

# 2
{
  "formula": "C15H23FN2",
  "method": "ωB97M-V/def2-TZVPD",
  "e_above_lowest_kcal_mol": 4.7,
  "e_tot_ha": -794.73566,
  "orbital_gap_ev": 8.93,
  "total_charge": 0,
  "mol_weight_g_mol": 250.4,
  "lumo_energy_ev": 0.9,
  "homo_energy_ev": -8.0,
  "elements": ["C", "C", "N", "C", "C", "C", "N", "C", "C", "C", "C", "C", "C", "F", "C", "C", "C", "C", "H", "H", "H", "H", "H", "H", "H", "H", "H", "H", "H", "H", "H", "H", "H", "H", "H", "H", "H", "H", "H", "H", "H"],
  "xyz": [[2.486, 3.164, 2.143], [2.442, 2.077, 3.227], [1.837, 0.808, 2.909], [0.404, 0.760, 2.734], [-0.073, 0.930, 1.284], [0.613, -0.096, 0.383], [0.113, 0.053, -0.970], [0.460, -0.990, -1.910], [-0.495, -0.950, -3.114], [-1.886, -1.321, -2.693], [-2.371, -2.606, -2.899], [-3.637, -2.968, -2.473], [-4.413, -2.024, -1.828], [-5.652, -2.368, -1.408], [-3.958, -0.739, -1.602], [-2.692, -0.395, -2.040], [2.134, 0.062, 0.528], [2.535, -0.074, 2.004], [2.975, 4.049, 2.545], [3.051, 2.830, 1.277], [1.484, 3.443, 1.829], [3.468, 1.866, 3.547], [1.904, 2.475, 4.094], [-0.050, 1.522, 3.371], [0.066, -0.223, 3.088], [-1.154, 0.793, 1.234], [0.158, 1.933, 0.922], [0.328, -1.102, 0.716], [0.380, 0.960, -1.341], [1.498, -0.920, -2.278], [0.348, -1.952, -1.400], [-0.134, -1.646, -3.873], [-0.486, 0.057, -3.534], [-1.754, -3.336, -3.402], [-4.022, -3.963, -2.634], [-4.590, -0.028, -1.093], [-2.317, 0.601, -1.864], [2.652, -0.705, -0.053], [2.428, 1.039, 0.139], [3.609, 0.088, 2.118], [2.313, -1.103, 2.319]],
  "forces_ev_per_angstrom": [[0.0, -0.2, 0.2], [0.1, 0.1, 0.0], [0.0, 0.0, 0.0], [-0.1, 0.1, -0.1], [0.1, -0.4, 0.2], [0.1, 0.4, 0.1], [0.0, 0.1, 0.0], [0.2, 0.1, -0.3], [0.1, -0.2, 0.4], [0.1, 0.0, -0.2], [0.0, 0.2, 0.0], [-0.3, 0.0, 0.1], [0.1, 0.0, 0.0], [0.1, 0.0, 0.0], [-0.2, -0.1, 0.0], [-0.1, -0.1, -0.1], [-0.2, -0.3, 0.2], [0.1, 0.0, -0.1], [0.1, 0.1, 0.0], [0.0, 0.0, -0.1], [-0.1, 0.1, -0.1], [-0.1, 0.1, 0.1], [0.1, 0.0, 0.0], [0.0, -0.1, 0.1], [-0.1, 0.1, 0.0], [-0.1, 0.0, 0.0], [0.0, 0.1, 0.0], [0.0, 0.0, 0.0], [0.0, 0.0, 0.0], [-0.1, -0.1, 0.1], [0.0, 0.0, 0.0], [0.0, 0.1, -0.1], [0.1, 0.0, -0.1], [0.1, -0.1, -0.1], [-0.1, -0.1, 0.0], [-0.1, 0.1, 0.0], [0.0, 0.1, 0.0], [0.0, 0.0, -0.1], [0.0, 0.0, -0.1], [0.0, -0.1, 0.1], [0.1, 0.0, -0.1]]
}

# 3
{
  "formula": "C15H23FN2O9PS",
  "method": "ωB97M-V/def2-TZVPD",
  "e_above_lowest_kcal_mol": 0.0,
  "e_tot_ha": -2211.20369,
  "orbital_gap_ev": 6.65,
  "total_charge": 1,
  "mol_weight_g_mol": 457.4,
  "lumo_energy_ev": -5.5,
  "homo_energy_ev": -12.2,
  "elements": ["N", "C", "O", "C", "N", "C", "P", "O", "O", "O", "C", "C", "C", "O", "C", "O", "C", "S", "C", "C", "C", "O", "F", "H", "H", "H", "H", "H", "H", "H", "H", "H", "H", "H", "C", "C", "O", "H", "H", "H", "H", "H", "H", "C", "C", "O", "H", "H", "H", "H", "H", "H"],
  "xyz": [[-2.951, -1.200, 1.859], [-1.811, -1.054, 1.699], [-0.595, -1.133, 1.160], [-0.592, -0.284, 0.069], [-0.134, 0.944, 0.237], [-0.089, 1.825, -0.780], [0.635, 3.487, -0.354], [-0.372, 4.476, -0.039], [1.567, 3.218, 0.951], [1.649, 3.928, -1.535], [-0.553, 1.488, -2.036], [-0.532, 2.504, -3.174], [0.245, 2.013, -4.420], [1.317, 2.906, -4.767], [2.430, 2.125, -5.080], [3.477, 2.305, -4.552], [-1.060, 0.171, -2.253], [-1.674, -0.370, -3.835], [-1.049, -0.713, -1.166], [-1.513, -2.165, -1.239], [-0.232, -3.020, -1.115], [0.685, -2.842, -1.851], [-0.148, -3.949, -0.152], [0.206, 1.204, 1.180], [2.240, 2.546, 0.755], [2.083, 3.111, -1.842], [-1.588, 2.628, -3.469], [-0.214, 3.494, -2.830], [-0.436, 1.947, -5.283], [0.649, 0.998, -4.256], [2.238, 1.326, -5.825], [-3.016, -0.531, -3.700], [-1.991, -2.397, -2.193], [-2.183, -2.406, -0.400], [-2.044, 2.435, 4.615], [-1.433, 1.576, 3.529], [-0.377, 2.271, 2.843], [-2.442, 3.357, 4.191], [-2.849, 1.905, 5.125], [-1.290, 2.719, 5.353], [-2.181, 1.312, 2.783], [-1.021, 0.651, 3.950], [0.297, 2.500, 3.492], [1.148, -4.655, 3.146], [2.507, -5.226, 2.784], [2.410, -6.081, 1.650], [0.440, -5.458, 3.357], [1.216, -4.006, 4.021], [0.738, -4.078, 2.311], [2.904, -5.818, 3.608], [3.219, -4.423, 2.562], [2.070, -5.558, 0.917]],
  "forces_ev_per_angstrom": [[1.2, 0.5, 0.4], [-1.1, -1.4, -0.6], [-0.3, 1.0, 0.6], [0.0, 0.1, -0.9], [0.3, -0.4, 0.4], [0.8, 0.6, -0.1], [1.0, 1.6, 1.0], [-0.5, -0.1, -0.3], [-0.5, -0.9, -1.4], [-0.9, -1.6, 1.0], [-0.1, -0.1, -0.9], [-0.7, -0.3, 0.0], [-0.4, 0.1, -0.6], [0.5, -1.1, 0.4], [0.0, 0.5, 0.3], [-0.1, 0.0, -0.2], [-0.5, 0.3, 1.1], [0.3, 0.2, -0.7], [-0.6, -0.9, -0.1], [0.5, -0.5, 1.1], [0.6, 0.3, -1.1], [-0.3, -0.1, 0.4], [-0.7, 0.5, -0.2], [-0.3, 0.5, 0.2], [0.3, 0.3, 0.3], [0.5, 0.5, -0.5], [0.3, 0.0, 0.1], [0.1, -0.4, -0.3], [0.2, 0.0, 0.3], [-0.2, 0.3, 0.0], [-0.1, 0.3, 0.2], [0.4, 0.2, 0.7], [0.2, 0.0, 0.2], [0.0, 0.1, -0.4], [0.0, 0.1, -0.1], [0.1, 0.1, 0.4], [0.0, -0.5, -0.5], [0.0, -0.1, 0.0], [0.0, 0.0, 0.0], [0.0, -0.1, 0.0], [0.1, 0.1, -0.1], [-0.1, 0.0, 0.0], [0.0, 0.2, 0.0], [0.0, 0.0, 0.1], [-0.2, 0.2, -0.4], [0.1, -0.1, 0.2], [0.0, 0.0, 0.0], [0.0, 0.0, 0.0], [0.1, 0.1, 0.0], [0.0, -0.1, -0.1], [0.0, 0.0, 0.2], [0.0, 0.0, 0.0]]
}

# 4
{
  "formula": "C15H23I2OP2Y",
  "method": "ωB97M-V/def2-TZVPD",
  "e_above_lowest_kcal_mol": 69.8,
  "e_tot_ha": -1976.31748,
  "orbital_gap_ev": [4.99, 6.33],
  "total_charge": 2,
  "mol_weight_g_mol": 624.0,
  "lumo_energy_ev": [-9.2, -8.1],
  "homo_energy_ev": [-14.2, -14.4],
  "elements": ["I", "I", "Y", "P", "C", "C", "H", "H", "H", "H", "H", "H", "C", "H", "H", "H", "P", "C", "C", "H", "H", "H", "C", "H", "H", "H", "H", "H", "H", "C", "O", "C", "C", "C", "C", "C", "C", "C", "C", "H", "H", "H", "H", "H"],
  "xyz": [[-2.855, -0.011, -0.140], [2.919, 0.091, 0.444], [-0.044, 0.047, -0.510], [0.028, -2.569, -0.215], [-0.210, -3.347, 1.361], [-1.288, -3.060, -1.324], [-1.055, -4.107, -1.531], [1.393, -4.113, -1.220], [-1.280, -2.464, -2.246], [1.783, -2.481, -1.865], [-1.144, -2.994, 1.813], [-2.256, -2.945, -0.828], [1.567, -3.065, -0.965], [-0.165, -4.420, 1.169], [2.390, -2.953, -0.258], [0.595, -3.132, 2.065], [0.014, 2.588, -0.222], [-0.204, 3.299, 1.362], [1.545, 3.080, -0.977], [-1.305, 2.444, -2.248], [-1.081, 4.095, -1.554], [-2.276, 2.934, -0.839], [-1.309, 3.050, -1.333], [1.761, 2.496, -1.878], [1.362, 4.127, -1.225], [-0.192, 4.374, 1.170], [0.614, 3.005, 2.028], [2.367, 2.964, -0.268], [-1.157, 2.984, 1.799], [-0.289, 0.005, 2.006], [-0.409, 0.041, 3.153], [1.037, -1.208, 1.452], [1.784, -1.388, 2.547], [1.958, -1.414, 3.913], [0.915, -1.860, 4.761], [1.086, -1.844, 6.150], [2.291, -1.407, 6.707], [3.337, -0.985, 5.867], [3.172, -0.994, 4.469], [-0.036, -2.194, 4.345], [0.265, -2.169, 6.789], [2.412, -1.393, 7.788], [4.273, -0.648, 6.304], [3.982, -0.646, 3.821]],
  "forces_ev_per_angstrom": [[0.1, -0.1, -0.2], [-0.1, 0.2, -0.5], [-0.3, -0.5, 0.5], [0.0, -0.3, 1.1], [-0.2, -1.5, 0.3], [-0.2, -0.5, -0.1], [-0.4, -0.1, -0.4], [0.5, -0.1, -0.2], [0.0, -0.3, 0.1], [0.0, -0.2, 0.0], [-0.1, -0.4, -0.2], [0.2, -0.1, -0.2], [0.1, -0.3, 0.0], [-0.7, -0.2, 0.3], [-0.1, -0.1, -0.1], [-0.4, -0.5, -0.5], [-0.2, -1.1, 0.3], [0.0, 1.0, 0.5], [0.1, 0.8, 0.0], [0.0, 0.3, 0.1], [-0.5, 0.1, -0.5], [0.2, 0.1, -0.1], [0.1, 0.7, 0.0], [0.0, 0.2, 0.0], [0.7, 0.1, -0.3], [-0.1, 0.2, 0.7], [-0.1, 0.2, -0.1], [-0.1, 0.2, -0.2], [0.1, 0.1, -0.1], [-0.5, 1.2, 1.3], [-0.8, 0.5, -1.2], [5.3, 0.1, 3.2], [-3.4, 0.7, -4.5], [0.3, -0.6, 1.2], [-0.1, -0.1, 0.6], [0.0, 0.1, -0.6], [0.1, 0.0, -0.6], [-0.4, -0.1, -0.7], [0.7, 0.4, 1.3], [0.3, 0.0, 0.1], [0.2, 0.1, -0.1], [0.0, 0.0, -0.2], [-0.1, -0.1, -0.1], [-0.3, -0.2, 0.2]]
}

# 5
{
  "formula": "C15H23IrN5O",
  "method": "ωB97M-V/def2-TZVPD",
  "e_above_lowest_kcal_mol": 221.4,
  "e_tot_ha": -1038.06744,
  "orbital_gap_ev": [5.49, 7.37],
  "total_charge": 1,
  "mol_weight_g_mol": 481.6,
  "lumo_energy_ev": [-3.0, -3.8],
  "multiplicity": 5,
  "homo_energy_ev": [-8.5, -11.2],
  "elements": ["Ir", "C", "C", "N", "C", "C", "N", "C", "C", "N", "C", "C", "N", "C", "C", "C", "C", "C", "C", "C", "N", "H", "H", "H", "H", "H", "H", "H", "H", "H", "H", "H", "H", "H", "H", "H", "H", "H", "H", "H", "H", "H", "H", "H", "O"],
  "xyz": [[0.000, 0.000, 0.000], [-0.465, 4.494, 1.283], [0.064, 3.190, 0.811], [-0.520, 2.142, 0.343], [-1.951, 2.215, 0.083], [-2.256, 1.238, -1.068], [-1.949, -0.143, -0.705], [-3.010, -0.708, 0.142], [-2.366, -1.878, 0.858], [-1.011, -1.427, 1.108], [0.002, -2.476, 0.864], [0.914, -2.204, -0.366], [1.599, -0.958, -0.119], [2.129, -0.201, -0.996], [2.386, -0.552, -2.427], [2.381, 1.168, -0.523], [3.624, 1.787, -0.532], [3.725, 3.049, 0.071], [2.598, 3.643, 0.643], [1.438, 2.904, 0.581], [1.273, 1.700, 0.024], [-1.327, 4.328, 1.934], [-0.773, 5.096, 0.424], [0.293, 5.042, 1.849], [-2.255, 3.217, -0.242], [-2.513, 1.975, 0.991], [-1.633, 1.508, -1.929], [-3.300, 1.339, -1.389], [-1.854, -0.747, -1.555], [-3.869, -1.028, -0.457], [-3.367, 0.007, 0.891], [-2.401, -2.752, 0.196], [-2.890, -2.132, 1.785], [-0.878, -1.060, 1.967], [-0.449, -3.471, 0.767], [0.642, -2.529, 1.755], [0.307, -2.167, -1.276], [1.638, -3.020, -0.462], [1.439, -0.770, -2.928], [3.028, -1.436, -2.471], [2.880, 0.267, -2.956], [4.490, 1.295, -0.957], [4.682, 3.567, 0.088], [2.628, 4.634, 1.073], [-0.093, 0.236, 1.781]],
  "forces_ev_per_angstrom": [[-3.3, 5.0, 3.9], [-0.6, -0.4, 0.1], [2.6, 1.8, 0.8], [-7.5, 1.8, -0.6], [-0.1, -0.6, -0.4], [-0.9, 1.3, -0.8], [-2.2, 0.7, -2.3], [-0.5, -0.6, 0.5], [-0.7, 0.0, -0.7], [-1.0, -7.5, -5.3], [1.1, -1.7, 0.6], [0.6, -2.0, 0.4], [1.5, -3.5, 2.1], [1.5, 1.7, -3.3], [0.5, -0.3, 0.0], [2.1, 0.0, 0.0], [-0.8, -0.3, -0.1], [-0.2, 0.9, 0.5], [1.6, -0.9, -0.7], [-3.0, 1.4, 1.2], [7.2, -3.1, -2.8], [0.0, 0.3, 0.0], [-0.1, 0.1, 0.1], [-0.1, -0.2, -0.2], [0.0, -0.1, 0.0], [-0.2, -0.1, 0.0], [-0.1, 0.0, 0.2], [0.0, 0.0, 0.1], [-0.4, 0.8, 0.8], [0.1, 0.2, 0.0], [0.3, 0.2, -0.4], [0.2, 0.1, 0.2], [0.1, 0.0, -0.1], [0.3, 1.4, 3.5], [0.0, 0.2, 0.0], [0.0, 0.1, -0.3], [0.1, -0.2, -0.2], [-0.1, -0.2, 0.0], [0.2, -0.1, -0.1], [-0.1, 0.0, -0.2], [-0.1, -0.2, 0.1], [-0.1, 0.0, 0.0], [-0.2, -0.1, 0.0], [-0.1, -0.1, 0.1], [2.2, 4.1, 3.5]]
}